Computed, not measured: 2 unconnected molecules or ions with the total composition C4H6N2O2 in a non-equilibrium geometry, with ωB97M-V/def2-TZVPD.

## Properties
SMILES: C=CN=C=O.C=NO
Highest occupied orbital energy, eV: -9.43

Structure (ORCA input):
```
! wB97M-V def2-TZVPD RIJCOSX def2/J DEFGRID3
* xyz 0 1
C 0.331 1.922 0.738
C 1.751 0.078 0.470
C 0.633 2.752 -0.263
C -2.002 -2.068 -0.085
N 1.015 0.810 1.095
N -0.828 -1.736 -0.357
O 2.374 -0.803 0.009
O 0.019 -2.602 -1.040
H -0.526 2.167 1.450
H 0.053 3.586 -0.353
H 1.535 2.340 -0.786
H -2.640 -2.971 -0.268
H -2.614 -1.298 0.349
H 0.900 -2.178 -0.959
*
```